# C4H12N2S

The molecule C4H12N2S in a non-equilibrium geometry (ωB97M-V/def2-TZVPD, the Open Molecules 2025 dataset).

Last column: natural (NBO) charge in e.
Element x y z (Å)
1 H 0.8603 0.5391 -1.6108  0.208
2 H -1.3344 1.6962 0.6838  0.174
3 S -0.8100 -1.8718 -1.8831  -0.073
4 N 1.1037 1.8356 0.7927  -0.870
5 H -0.2203 -1.9920 -3.0781  0.122
6 H 2.1320 0.0240 -0.6466  0.217
7 H 0.7164 2.6029 0.2743  0.363
8 H -1.9026 0.2412 2.2895  0.354
9 C 0.7145 -1.5507 -0.9021  -0.505
10 H 0.4876 -2.0002 0.0439  0.225
11 C -1.0896 0.6624 0.4628  -0.244
12 H -2.6208 -0.6079 1.0703  0.363
13 C 1.0466 -0.0705 -0.7210  -0.424
14 N -1.7432 -0.2564 1.4243  -0.853
15 H 1.5571 -2.0724 -1.3463  0.224
16 H -1.4139 0.3465 -0.5251  0.204
17 H 0.6724 -0.1047 1.3838  0.198
18 C 0.4704 0.5437 0.5518  -0.059
19 H 1.3738 2.0351 1.7360  0.374

Atomic forces in eV per Å
-0.6 -0.1 0.1
-0.3 0.2 -0.3
0.3 -0.2 0.0
0.5 -0.6 -0.3
0.0 0.1 0.0
0.1 -0.2 0.3
-0.1 0.2 0.2
-0.2 -0.2 0.1
-0.5 0.6 -0.8
0.1 -0.3 0.6
0.4 -1.0 0.6
-0.1 0.1 0.1
1.0 -0.1 0.2
0.4 0.3 -0.2
-0.1 -0.2 -0.1
-0.1 0.4 -0.1
0.3 -0.3 0.4
-0.9 1.1 -0.8
-0.2 0.2 0.1

The HOMO-LUMO gap is 9.6628 eV. The largest force on an atom is 1.59 eV Å⁻¹. Its net charge is 0. The spin multiplicity is 1. The value obtained for the relative energy (zero: lowest compared OMol25 entry of this formula, charge and spin) is 9.4 kcal per mole. The energy comes out at -667.27993 Ha.